1.
A molecular structure, C44H53BCaN3O2P4 in a non-equilibrium geometry. Source: the OMol25 dataset; level of theory: wB97M-V/def2-TZVPD.

Charge ... +1
E_HOMO ... -0.406 hartree
Max |F| ... 0.04032 Eh/bohr
Molar mass ... 830.7 g mol⁻¹
Energy relative to the best compared isomer or geometry (same formula, charge and spin) ... 72.8 kJ/mol
E_tot ... -111325.8397 eV

```
108
C44H53BCaN3O2P4 (wB97M-V/def2-TZVPD)
N -4.0940 -2.2010 -1.6245
H -5.7990 -0.9221 0.8696
H -5.1551 -2.5708 0.8766
P -0.4977 -3.2202 0.1429
H 2.8848 3.1341 1.2161
H -1.0367 6.0045 4.9576
C 2.1663 -3.6168 -0.3373
C -0.0129 3.9806 1.8366
C -3.0251 -2.1738 -0.8631
H 1.6401 1.5955 -4.6602
C 3.5100 2.5501 -4.2014
H -3.0023 -6.3731 -3.0727
P 2.8764 0.9855 0.0300
C 0.8361 -3.6730 -1.1080
C -0.5323 3.3216 2.9593
C 3.1416 1.6004 -1.6212
C 4.4598 2.8243 -3.2232
C -4.8034 -5.5740 -3.9182
B -0.2247 -0.1377 5.6181
C 6.5723 -0.5738 0.4540
H -1.3624 -4.6369 1.9279
H -2.0324 -1.7844 2.8575
C -5.4690 -3.3570 -3.2113
C 2.1759 2.3195 1.0574
H 4.0408 1.3190 2.6874
O 1.9038 -0.1889 0.0412
C 6.8577 -0.3227 1.7923
H 0.5075 5.8859 0.9661
C 0.1125 -0.1538 4.0875
H 5.1535 -0.3375 -1.1355
H -2.9212 -3.0728 2.0147
H 1.1011 6.3558 -3.9842
C -0.0906 4.8713 -2.9901
C -3.6965 -5.5423 -3.1245
H -3.3868 0.7423 -1.6358
H -0.6474 2.2452 2.9663
H -4.3204 0.0039 3.5303
H -4.8411 0.2171 -0.7871
H 7.7955 -0.6641 2.2165
C 2.1908 1.3275 -2.6049
C 0.7242 -5.0658 -1.7287
H 2.3343 -2.6655 0.1586
H 1.3083 0.7495 -2.3612
H -3.7969 1.4890 -0.0884
C -0.8994 4.0499 4.0800
C 5.9492 0.3589 2.5907
H 0.7822 -1.5935 -1.8232
H 1.5262 -5.1747 -2.4704
Ca -0.0389 -0.2391 0.8203
C 2.3769 1.8063 -3.8940
H 1.9443 1.8624 2.0267
H 0.8655 -5.8506 -0.9803
C -3.4342 -4.3920 -2.3382
H -1.1981 0.5979 5.7156
H -2.9186 0.6758 2.7027
H -5.7068 -1.8309 2.3835
O -0.3722 1.8080 0.1743
H 6.1698 0.5424 3.6350
H 5.3431 3.4011 -3.4677
C -0.6688 -4.7696 1.0994
P 0.5569 2.9737 0.4829
C 4.4639 0.5614 0.7047
H -0.0677 -2.7491 -2.8674
H 3.6555 2.9187 -5.2112
C -4.3205 -3.3003 -2.3825
H -1.0240 -5.5624 0.4461
H -6.5779 -4.5225 -4.5936
H -4.5495 0.9435 2.0508
C 4.7496 0.8000 2.0508
P -2.8011 -0.6812 0.2110
C 0.1288 5.3676 1.8400
H 7.2816 -1.1133 -0.1617
H -5.0082 -6.4480 -4.5263
C 1.0175 5.7006 -3.1238
C 1.9194 4.8602 -1.0583
H 0.3020 -5.0397 1.5180
H 0.7438 0.3035 6.2083
H 2.7086 4.8638 -0.3110
N 0.2868 -0.1290 2.9391
H -1.2929 3.5338 4.9496
H -0.2298 -5.2287 -2.2251
H -0.8710 4.8790 -3.7421
H 2.8868 6.3410 -2.2704
C 0.8082 4.0269 -0.9246
N -2.3230 -4.3476 -1.5612
H 2.2195 -4.4117 0.4121
C -3.9003 0.2153 2.5422
C 5.3775 -0.1351 -0.0940
C -3.7989 -1.0930 1.7443
H 1.7012 -2.6942 -2.8390
H -3.5753 -2.3544 3.4835
H -0.1479 7.1703 2.9676
C -3.8207 0.5582 -0.6531
C 4.2796 2.3498 -1.9337
C -0.7523 5.4335 4.0805
C 0.8013 -2.6137 -2.2196
C -3.0245 -2.1330 2.5643
C -0.2462 6.0905 2.9651
C -0.1968 4.0302 -1.8920
H -1.0527 3.3725 -1.7823
H -0.4867 -1.2816 5.9406
C -5.6994 -4.4696 -3.9605
C -5.1910 -1.6334 1.4357
H -6.1449 -2.5082 -3.2199
C 2.0228 5.6951 -2.1611
H 5.0239 2.5614 -1.1712
C -2.0889 -3.2701 -0.8492
H 2.9917 -3.7776 -1.0404
```

=====

2.
A molecular structure, C44H53ClCuN4O5PS2 in a non-equilibrium geometry. Source: the OMol25 dataset; level of theory: wB97M-V/def2-TZVPD.

Charge ... -1
Multiplicity ... 2
E_HOMO (alpha / beta) ... -0.183 / -0.181 hartree
Max |F| ... 0.06055 Eh/bohr
Molar mass ... 912.0 g mol⁻¹
Energy relative to the best compared isomer or geometry (same formula, charge and spin) ... 0.0 kJ/mol
E_tot ... -150803.4289 eV
<S²> ... 0.76

```
111
C44H53ClCuN4O5PS2 (wB97M-V/def2-TZVPD)
C -2.2003 3.7326 -2.1019
C 3.3533 -2.4876 0.7825
N 1.7972 -0.8910 -0.2669
H 3.7419 0.1495 -4.3517
H -4.6316 -0.4097 0.3488
H 2.2478 7.2230 1.0572
C -0.1392 4.5112 -0.3207
H -4.5439 -4.1300 0.9249
C 1.1842 -4.2901 0.8791
C 2.8135 -0.3056 -1.0427
C 3.5972 0.7512 -0.4915
H -5.1174 -3.3549 2.3625
C 0.1761 0.6919 3.4793
H 2.0259 0.4740 4.6958
H 2.1523 2.2570 1.1113
C -3.3617 -0.2836 4.4971
C 1.0990 4.7116 -0.8568
H 0.4789 -0.0514 5.4875
O -1.2573 -1.6866 -1.4605
C 3.5282 -3.8650 1.0002
C 1.8458 5.7934 -0.4661
H -4.7185 5.3066 -4.6246
H 4.5603 2.5755 -0.8067
H 4.7338 2.2558 -3.3244
H -1.5904 5.2653 1.0071
H 1.9543 -3.7838 -3.2797
C -1.7451 -5.9158 -0.6817
H 4.5614 -4.2032 1.0042
C -3.9911 4.8442 -3.9458
C -1.2353 0.0874 3.4115
C -4.8710 -1.4605 0.5897
H 0.8694 -2.8642 -2.2508
H 2.4876 -3.2518 -1.6800
H 3.1592 2.2022 2.6014
O -1.5613 -0.6757 -3.6621
H 2.0970 -2.1226 -5.3479
C 0.1314 2.2037 3.7858
H 4.2540 -1.8375 0.6858
C -4.2658 3.6282 -3.3418
H -1.6752 0.6383 5.5177
C -1.8597 4.9136 -2.8359
P -1.1731 3.0732 -0.7950
H -2.5521 6.5253 -4.0739
H 0.3618 -5.0044 0.8504
H -4.9265 -1.2490 3.3039
C 2.3849 -1.7279 -3.2350
Cu -0.2573 -0.2227 -0.2672
C 3.8075 0.9108 1.0532
S -2.3407 2.6699 0.6866
C 3.5933 0.4031 -3.2541
C -3.0841 -1.1947 2.2869
H -0.9715 -3.2178 1.7088
C 2.4929 -4.7507 0.8217
H -3.5689 2.0508 -2.0949
N -2.4266 -5.2657 -1.6413
H -0.2178 7.1123 1.8130
C -2.7728 5.4952 -3.7410
O -3.4015 -0.8370 -2.0965
O -2.5721 -2.8036 -3.1854
C -0.3069 -2.3831 1.3614
C 0.1889 6.4418 1.0591
H -2.6583 -4.3404 -1.3855
C 2.8661 -0.4968 -2.4604
C -3.6594 -2.0930 1.1681
C -0.6490 5.4533 0.5568
N -0.9568 -7.0102 -1.1313
Cl -2.2035 -1.4962 -2.6429
H 0.5444 -1.6399 -4.4662
C 3.2047 2.2077 1.5044
H -5.7345 -1.4708 1.2374
C -1.7040 -0.7495 2.3640
H 3.8004 3.1346 1.2323
C -3.3234 3.0705 -2.5152
H 1.4271 4.0823 -1.6737
H -5.2070 3.1251 -3.4575
H 2.7789 5.9806 -0.9458
C 1.0426 0.0086 4.5601
H 1.0812 2.6167 4.1044
H -0.6151 2.4543 4.5999
H -4.0539 -0.2011 5.3093
C 1.6442 -1.4889 -4.5593
C -4.2000 -3.4405 1.6986
S 0.0434 1.6217 -1.6149
H -0.1758 2.7606 2.8918
C -2.0583 0.2189 4.5495
C 1.4792 6.5534 0.6649
H 2.7694 -5.7474 0.5620
H -0.9075 -7.6943 -0.4124
N -0.6738 -1.1452 1.4155
H -3.4824 -3.9780 2.2765
C -3.9081 -0.9082 3.3469
H -5.1404 -1.9281 -0.3849
H 1.2393 -1.0727 4.3326
H -2.4586 -5.4650 -2.6149
H -1.3694 -7.4069 -1.9601
C 2.0813 -2.0044 0.4889
C 4.2419 1.5097 -2.7181
C 0.9697 -2.8891 0.9388
C 1.8848 -2.9686 -2.5346
H -2.8568 -2.1975 0.4152
C 5.2369 0.8195 1.5298
H 3.2312 0.0558 1.4707
H 5.7385 -0.1358 1.2550
H -0.9431 5.4552 -2.6549
H 0.5307 0.4802 2.4489
C 4.1987 1.6720 -1.3180
H 3.3511 -2.1727 -3.5881
H 1.7957 -0.4292 -4.9512
O -1.8061 -5.5397 0.4969
H 5.2984 0.8261 2.6777
H 5.9233 1.6315 1.2433
```